# 1
C2H10N2O3 | the ωB97M-V functional and the def2-TZVPD basis

The geometry in XYZ format:
```
17
Properties=species:S:1:pos:R:3:lowdin_spin:R:1
C 0.50490 1.17002 -1.39200 0.01
N 1.13038 1.66824 -0.12706 0.01
C 0.99710 0.80031 0.88935 0.04
N 1.44895 1.31709 2.14755 0.50
O 0.68585 -0.35491 0.83146 0.42
H -0.53886 0.87037 -1.22327 0.01
H 0.89354 0.20977 -1.70124 0.00
H 0.56887 1.90778 -2.28175 0.00
H 1.25593 2.68639 -0.03483 0.00
H 2.38361 1.71562 2.31747 0.01
H 1.30026 0.73832 2.96625 0.01
H -2.89504 -0.66069 -0.63880 0.00
H -3.11171 -2.11656 -0.16973 0.00
O -2.88901 -1.22612 0.15667 0.00
H -1.27412 -2.84345 -0.18250 0.00
H 0.12012 -2.62276 -0.84944 0.00
O -0.58079 -3.25942 -0.70813 0.00
```

Output
LUMO (alpha / beta): -3.876 / -9.696 eV
charge: +1
multiplicity: 2
HOMO (alpha / beta): -14.04 / -14.04 eV

***

# 2
C2H10N2OP | the ωB97M-V functional and the def2-TZVPD basis

The geometry in XYZ format:
```
16
Properties=species:S:1:pos:R:3:lowdin_charge:R:1
C 0.46541 0.53364 0.52205 -0.20
C -1.86576 -0.26068 0.22206 -0.25
N 1.28749 0.04676 -0.56222 -0.30
N -2.43883 0.56143 -0.65691 0.15
O -1.51928 -1.46862 -0.23797 0.06
P 3.18863 -0.21184 -0.26430 0.90
H 0.48712 1.60819 0.62067 0.05
H 0.67719 0.02525 1.45453 0.04
H -2.03624 -0.09691 1.27511 0.14
H 0.94479 -0.86882 -0.87578 0.10
H -2.88420 1.41402 -0.36867 0.13
H -2.41626 0.32837 -1.63759 0.13
H 1.20445 0.68924 -1.35596 0.12
H -1.27288 -2.07336 0.46984 0.13
H 3.25668 0.87746 0.61226 -0.10
H 2.92170 -1.10413 0.78288 -0.11
```

Output
LUMO: -3.579 eV
charge: +1
multiplicity: 1
HOMO: -11.14 eV

***

# 3
C2H10N2OSi | the ωB97M-V functional and the def2-TZVPD basis

The geometry in XYZ format:
```
16
Properties=species:S:1:pos:R:3:lowdin_charge:R:1
C -0.10013 -1.57061 -1.87487 -0.38
C 1.42144 -0.10010 1.39627 -0.16
N -1.54621 0.56863 0.93862 -0.08
N 0.31116 2.42313 -0.05012 -0.08
O 0.06648 -0.26188 -1.71947 -0.34
Si 0.05552 0.71976 0.39726 0.59
H -0.97364 -1.99059 -1.30466 0.06
H 0.73496 -2.25781 -1.47953 0.07
H -0.16764 -1.82464 -2.93793 0.07
H 2.31200 0.52172 1.39162 0.03
H 1.33925 -0.00469 2.42916 0.00
H 1.64536 -1.11141 0.92435 0.06
H -1.98294 -0.35563 1.01461 0.04
H -2.28286 1.21253 0.54562 0.07
H 0.62305 2.26609 -0.97431 -0.02
H -0.60110 2.98009 -0.23427 0.07
```

Output
LUMO: 0.525 eV
multiplicity: 1
HOMO: -8.40 eV

***

# 4
C2H10N2P | the ωB97M-V functional and the def2-TZVPD basis

The geometry in XYZ format:
```
15
Properties=species:S:1:pos:R:3:lowdin_charge:R:1
C -1.61717 1.38942 0.25517 -0.31
C -0.13719 -1.01790 0.47367 -0.39
N 1.63890 0.57479 -0.26215 0.04
N 0.46721 -2.09575 0.04436 0.11
P -1.61725 -0.36771 -0.25038 0.93
H -0.78625 1.93659 -0.18563 0.03
H -1.57037 1.45357 1.34260 0.05
H -2.55512 1.84406 -0.06753 0.05
H 0.08590 -0.72286 1.49501 0.11
H 1.45276 1.32712 -0.91920 0.05
H 2.39623 0.01858 -0.64346 0.05
H 1.16546 -2.57487 0.59658 0.14
H 0.29213 -2.44134 -0.89044 0.13
H 1.98386 1.00326 0.59276 0.06
H -1.19909 -0.32696 -1.58136 -0.03
```

Output
LUMO: -4.343 eV
charge: +1
multiplicity: 1
HOMO: -13.83 eV

***

# 5
C2H10N2S | the ωB97M-V functional and the def2-TZVPD basis

The geometry in XYZ format:
```
15
Properties=species:S:1:pos:R:3:lowdin_charge:R:1
N -0.19615 -1.83454 1.81625 0.03
H 0.16226 -1.39556 -0.32072 -0.23
H 0.09745 -1.30501 2.63466 0.04
H -1.13295 -2.05168 1.90653 -0.01
H 0.30388 -2.68721 1.83180 0.01
C -0.34922 1.37487 -1.06882 -0.37
C 1.00318 0.61042 -1.29081 -0.53
S 0.76551 -1.22584 -1.49918 0.65
N -0.92853 1.24628 0.24159 -0.02
H -1.10255 1.10801 -1.84855 0.11
H -0.09978 2.43750 -1.19273 0.10
H 1.65554 0.86192 -0.42649 0.07
H 1.48320 0.98775 -2.20259 0.05
H -0.35260 1.55089 0.99298 0.05
H -1.30924 0.32221 0.42609 0.05
```

Output
LUMO: 0.775 eV
SMILES: NCCS.N
multiplicity: 1
HOMO: -8.53 eV

***

# 6
C2H10N2S2 | the ωB97M-V functional and the def2-TZVPD basis

The geometry in XYZ format:
```
16
Properties=species:S:1:pos:R:3:lowdin_charge:R:1
C 2.87059 -0.17353 -0.03442 -0.48
S 1.60549 -0.91315 1.04526 0.39
S 0.97009 -2.45158 -0.21166 0.32
H 2.54756 0.86894 -0.06955 0.01
H 2.90707 -0.48950 -1.06251 0.02
H 3.87827 -0.30285 0.35679 0.03
H 0.04648 -1.70637 -0.84581 -0.22
N -0.54179 0.61761 -0.60132 -0.04
C -1.53457 0.16859 0.37710 -0.39
N -2.84732 0.70388 0.01894 -0.01
H -0.90936 1.05595 -1.42502 0.07
H 0.24070 1.02835 -0.12923 0.01
H -1.52937 -0.91460 0.36975 0.07
H -1.24350 0.58897 1.33742 0.10
H -3.55557 0.24197 0.58324 0.06
H -2.90476 1.67732 0.29103 0.06
```

Output
LUMO: 0.567 eV
SMILES: CSS.NCN
multiplicity: 1
HOMO: -8.77 eV

***

# 7
C2H10N3 | the ωB97M-V functional and the def2-TZVPD basis

The geometry in XYZ format:
```
15
Properties=species:S:1:pos:R:3:lowdin_charge:R:1
N 0.02756 -2.55656 0.39608 0.10
H -0.30290 -2.87678 -0.50942 0.09
H -0.30525 -3.22080 1.08997 0.10
H 1.04442 -2.53665 0.39368 0.10
H -0.27380 -1.31025 0.90932 0.07
C 0.35841 1.79592 -1.65051 -0.03
N -0.10181 0.75645 -0.72882 -0.01
C -0.05545 0.83372 0.58239 -0.20
N -0.32570 -0.15793 1.39348 0.09
H -0.40466 2.05029 -2.38052 0.10
H 0.61631 2.67115 -1.06018 0.09
H 1.24348 1.43767 -2.17382 0.09
H -0.33968 -0.13923 -1.12265 0.14
H 0.24665 1.79131 1.00033 0.15
H -0.37770 0.09906 2.36659 0.11
```

Output
LUMO: -3.011 eV
charge: +1
multiplicity: 1
HOMO: -14.19 eV

***

# 8
C2H10N3 | the ωB97M-V functional and the def2-TZVPD basis

The geometry in XYZ format:
```
15
Properties=species:S:1:pos:R:3:lowdin_spin:R:1
C 0.30554 -1.09461 -0.92539 0.07
N 0.95412 0.03737 -1.45537 0.66
H -0.64942 -1.44231 -1.37312 0.03
H 0.97781 -1.93385 -1.07014 0.00
H 1.80495 -0.21504 -1.98734 0.01
H 0.54379 0.94781 -1.67447 0.01
N 0.04713 -0.82148 0.57658 0.06
C -0.94172 0.39762 0.75969 0.01
N -0.17610 1.48582 1.24218 0.14
H 0.94313 -0.44381 0.93266 0.00
H -0.07801 -1.58896 1.25308 0.00
H -1.47629 0.49154 -0.24359 0.00
H -1.68434 0.05772 1.48935 0.00
H -0.63646 1.99553 2.00012 0.00
H 0.06587 2.12667 0.47576 0.00
```

Output
LUMO (alpha / beta): -7.900 / -14.525 eV
charge: +2
multiplicity: 2
HOMO (alpha / beta): -20.48 / -19.66 eV

***

The evaluated relative energy (zero: lowest compared OMol25 entry of this formula, charge and spin) for the records listed, in turn: 26.8; 45.5; 49.7; 28.8; 4.0; 13.1; 9.4; 44.2 kcal per mole.
The evaluated electronic energy for the records listed, in turn: -417.07886; -607.95407; -556.44369; -532.79627; -589.88051; -988.05397; -246.24369; -245.67333 Ha.